[1]
25
Properties=species:S:1:pos:R:3:nbo_charge:R:1 method="wB97M-V/def2-TZVPD" orbital_gap_ev=9.1 max_force_ev_per_a=3.880 smiles=Clc1ccc2nc([C@@H]3NN[C@H](Cl)[C@H]3Cl)oc2c1 lumo_energy_ev=0.37
Cl 4.93 -2.87 -1.97 0.01
Cl -4.04 2.33 2.45 -0.06
Cl -1.66 -0.46 2.98 0.01
N 0.84 0.94 0.09 -0.40
O 0.26 -1.19 -0.59 -0.42
C -0.16 0.07 -0.04 0.51
C 4.16 -0.43 -0.86 -0.24
C 3.20 0.45 -0.38 -0.19
C 2.41 -1.92 -1.48 -0.29
C 3.75 -1.68 -1.45 -0.01
C 1.86 0.21 -0.47 0.04
C 1.48 -0.98 -1.02 0.27
N -3.67 1.15 0.06 -0.49
N -2.43 0.93 -0.65 -0.46
C -3.53 0.90 1.48 -0.03
C -1.67 0.11 0.30 -0.13
C -2.06 0.61 1.67 -0.27
H 5.27 -0.17 -0.60 0.24
H 3.43 1.38 0.03 0.22
H 2.08 -2.81 -1.93 0.23
H -4.07 2.15 -0.07 0.39
H -2.50 0.55 -1.60 0.38
H -4.14 0.07 1.90 0.21
H -2.04 -0.97 0.31 0.21
H -1.71 1.62 1.86 0.25

=====

[2]
39
Properties=species:S:1:pos:R:3:nbo_charge:R:1 method="wB97M-V/def2-TZVPD" orbital_gap_ev="7.0 / 7.0" max_force_ev_per_a=0.652 charge=-1 lumo_energy_ev="2.24 / 2.23"
Pd 0.01 -0.20 -0.13 0.91
Br 4.55 2.00 -1.90 0.03
C 3.17 2.83 -0.92 -0.21
C 3.31 4.17 -0.57 -0.21
C 2.33 4.83 0.13 -0.17
Br 2.57 6.67 0.55 0.00
C 1.16 4.15 0.53 -0.03
C 0.08 4.73 1.24 -0.17
C -1.01 3.98 1.56 -0.26
C -1.04 2.62 1.20 0.06
N -0.05 2.06 0.55 -0.45
C 1.03 2.78 0.19 0.08
C 2.04 2.06 -0.59 0.37
O 1.88 0.84 -0.90 -0.76
H 4.20 4.70 -0.87 0.23
H 0.14 5.78 1.51 0.22
H -1.85 4.41 2.10 0.21
H -1.88 1.98 1.45 0.22
F -0.95 -2.33 1.27 -0.33
C -0.55 -1.05 1.48 0.51
F -1.58 -0.41 2.11 -0.34
C 0.60 -1.11 2.50 0.89
F 1.03 0.12 2.81 -0.32
F 0.22 -1.70 3.64 -0.32
F 1.63 -1.81 2.01 -0.31
O -2.32 -0.28 -0.78 -0.75
C -2.03 -1.02 -1.75 0.73
O -0.89 -1.50 -1.95 -0.75
C -3.12 -1.34 -2.74 -0.07
C -4.39 -0.79 -2.60 -0.19
C -5.39 -1.09 -3.51 -0.24
C -5.13 -1.95 -4.57 -0.22
C -3.87 -2.50 -4.71 -0.23
C -2.87 -2.20 -3.80 -0.19
H -4.57 -0.12 -1.76 0.23
H -6.38 -0.65 -3.40 0.20
H -5.91 -2.18 -5.28 0.20
H -3.66 -3.17 -5.54 0.20
H -1.87 -2.62 -3.89 0.23

=====

[3]
71
Properties=species:S:1:pos:R:3:mulliken_charge:R:1 method="wB97M-V/def2-TZVPD" orbital_gap_ev=6.0 max_force_ev_per_a=3.233 charge=-1 lumo_energy_ev=1.55
Sr -1.16 0.55 0.50 1.73
C -1.66 3.11 0.64 -1.80
N -2.64 2.23 1.28 0.58
C -3.98 2.57 0.88 -1.56
C -2.46 2.20 2.74 -0.83
C -1.44 1.20 3.29 -1.14
N -0.17 1.26 2.61 -0.52
C 0.87 0.56 3.08 0.37
C 2.07 0.60 2.32 0.19
F 2.07 1.34 1.18 -0.22
C 3.21 -0.08 2.67 -0.04
F 4.30 0.01 1.87 -0.38
C 3.27 -0.87 3.80 -0.61
C 2.12 -0.93 4.57 0.11
F 2.12 -1.68 5.69 -0.35
C 0.97 -0.25 4.24 0.51
F -0.10 -0.39 5.07 -0.36
H -1.91 4.17 0.79 0.46
H -1.60 2.92 -0.43 0.45
H -0.69 2.93 1.09 0.76
H -4.06 2.52 -0.21 0.33
H -4.28 3.58 1.20 0.33
H -4.68 1.84 1.30 0.41
H -3.42 1.93 3.16 0.49
H -2.21 3.22 3.08 0.37
H -1.90 0.21 3.26 0.51
H -1.38 1.44 4.36 0.60
H 4.16 -1.42 4.07 0.48
C 1.11 -2.21 -4.59 -0.44
C 1.92 -1.10 -4.82 -0.61
C 1.70 0.07 -4.12 -0.25
C 0.66 0.13 -3.19 -0.13
C -0.14 -0.98 -2.95 0.08
C 0.08 -2.15 -3.66 -0.63
N 0.42 1.29 -2.41 0.67
N 0.79 2.34 -2.95 -0.77
C 0.75 3.53 -2.20 0.41
C 0.20 4.67 -2.80 -0.48
C 0.21 5.85 -2.08 -0.35
C 0.80 5.87 -0.82 -0.60
C 1.34 4.69 -0.33 -0.25
N 1.31 3.54 -1.00 -0.11
H 1.30 -3.14 -5.12 0.38
H 2.74 -1.17 -5.52 0.36
H 2.34 0.93 -4.27 0.42
H -0.94 -0.93 -2.22 0.38
H -0.54 -3.01 -3.46 0.44
H -0.22 4.60 -3.79 0.42
H -0.22 6.75 -2.50 0.40
H 0.84 6.77 -0.24 0.41
H 1.80 4.65 0.65 0.38
O -2.73 -0.33 -1.02 -0.45
N -3.46 -1.32 -1.36 -0.54
C -4.24 -1.80 -0.41 0.52
C -4.26 -1.22 0.90 0.33
N -4.29 -0.75 1.95 -0.52
C -5.11 -2.89 -0.71 0.04
N -5.83 -3.77 -0.94 -0.50
C 0.11 -1.72 0.22 1.86
C 0.71 -2.78 0.10 -2.58
C 1.45 -4.00 -0.05 0.12
C 0.81 -5.24 -0.10 -0.53
C 1.54 -6.41 -0.25 -0.43
C 2.93 -6.37 -0.35 -0.37
C 3.57 -5.14 -0.29 -0.48
C 2.85 -3.97 -0.14 -0.46
H -0.27 -5.27 -0.02 0.44
H 1.02 -7.36 -0.29 0.36
H 3.49 -7.28 -0.46 0.36
H 4.66 -5.10 -0.36 0.36
H 3.35 -3.01 -0.10 0.47

=====

[4]
15
Properties=species:S:1:pos:R:3:nbo_charge:R:1 method="wB97M-V/def2-TZVPD" orbital_gap_ev=8.5 max_force_ev_per_a=8.018 lumo_energy_ev=-1.08
C -0.89 0.05 -1.07 -0.09
C -1.00 -0.47 0.43 -0.30
C 0.39 -0.39 0.92 -0.03
C 0.84 1.11 1.03 -0.27
H 0.72 -0.66 -2.13 0.49
H -1.89 -0.03 -1.63 0.22
H -0.53 1.12 -1.05 0.19
H -1.53 0.54 0.68 0.23
H 0.51 -0.79 2.00 0.22
H 2.19 -0.68 0.47 0.47
H 0.20 1.76 1.56 0.19
O -0.26 -0.65 -2.18 -0.73
O 1.20 -1.06 -0.13 -0.70
S 2.00 1.96 0.21 0.08
Cl -1.96 -1.82 0.89 0.04

=====

[5]
7
Properties=species:S:1:pos:R:3:nbo_charge:R:1 method="wB97M-V/def2-TZVPD" orbital_gap_ev=7.3 max_force_ev_per_a=3.352 smiles="[O-]C(=S)CCl" charge=-1 lumo_energy_ev=3.77
C -0.37 0.04 -0.91 0.30
C 0.31 0.16 0.63 -0.47
O -1.25 0.87 -1.09 -0.67
S 0.27 -1.05 -1.97 -0.45
Cl -0.64 -0.85 1.74 -0.11
H 1.29 -0.33 0.56 0.21
H 0.38 1.16 1.03 0.19

=====

[6]
11
Properties=species:S:1:pos:R:3:nbo_charge:R:1 method="wB97M-V/def2-TZVPD" orbital_gap_ev=11.2 max_force_ev_per_a=0.873 smiles="CC(=O)CO" lumo_energy_ev=0.86
C -1.56 -0.23 -0.10 -0.72
C -0.16 0.19 0.32 0.57
O -0.05 0.86 1.33 -0.56
C 1.14 -0.16 -0.42 -0.17
O 2.22 0.20 0.41 -0.72
H -2.12 -0.44 0.82 0.25
H -1.66 -1.08 -0.78 0.22
H -2.04 0.64 -0.56 0.25
H 1.25 0.41 -1.35 0.20
H 1.09 -1.22 -0.75 0.19
H 1.86 0.80 1.10 0.49

=====

[7]
10
Properties=species:S:1:pos:R:3:nbo_charge:R:1 method="wB97M-V/def2-TZVPD" orbital_gap_ev=8.4 max_force_ev_per_a=1.332 smiles="N/N=C/SC=S" lumo_energy_ev=-0.35
C 0.32 0.85 -0.06 -0.15
C -2.22 -0.19 -0.07 -0.51
H 2.67 0.11 0.26 0.34
H 2.21 -1.47 0.43 0.37
H 0.96 1.72 -0.31 0.18
H -1.56 -1.02 -0.32 0.23
N 2.07 -0.63 -0.08 -0.63
N 0.71 -0.33 0.08 -0.26
S -1.35 1.31 0.05 0.37
S -3.81 -0.34 0.02 0.06

=====

Number 1: total energy -2005.87753 Eh. Number 2: total energy -6747.16853 Eh. Number 3: total energy -2177.79438 Eh. Number 4: total energy -1165.32959 Eh. Number 5: total energy -1011.08555 Eh. Number 6: total energy -268.37167 Eh. Number 7: total energy -984.42624 Eh.